[1]
The following is a quantum chemistry calculation of a molecular structure, C31H28N8O5V, from OMol25.

Element x y z (Å)
1 V -0.104 -0.418 1.012
2 O -4.498 -0.808 0.932
3 C -4.761 0.494 0.716
4 C -6.103 0.876 0.750
5 C -6.457 2.189 0.535
6 C -5.487 3.161 0.279
7 C -4.164 2.796 0.252
8 C -3.771 1.465 0.473
9 C -2.351 1.134 0.469
10 O -1.989 -0.115 0.678
11 N -1.458 2.081 0.256
12 N -0.222 1.532 0.375
13 C 0.843 2.184 0.102
14 C 2.084 1.426 0.300
15 C 3.349 1.952 0.108
16 C 4.451 1.140 0.331
17 C 4.260 -0.171 0.740
18 C 2.966 -0.627 0.919
19 N 1.903 0.151 0.713
20 H -3.537 -0.939 0.859
21 H -6.844 0.113 0.943
22 H -7.503 2.466 0.562
23 H -5.775 4.189 0.104
24 H -3.393 3.529 0.058
25 H 0.822 3.212 -0.243
26 H 3.462 2.977 -0.214
27 H 5.450 1.529 0.188
28 H 5.094 -0.831 0.925
29 H 2.763 -1.638 1.251
30 C 0.137 -3.773 -2.225
31 N 0.101 -3.756 -0.763
32 C 0.138 -4.912 -0.002
33 C 0.137 -4.886 1.336
34 C 0.090 -3.610 2.049
35 O 0.135 -3.501 3.266
36 N -0.017 -2.490 1.225
37 C 0.041 -2.575 -0.112
38 O 0.048 -1.465 -0.739
39 H 0.112 -4.807 -2.555
40 H 1.046 -3.297 -2.588
41 H -0.724 -3.242 -2.624
42 H 0.173 -5.831 -0.571
43 H 0.174 -5.795 1.914
44 C -4.702 2.709 3.877
45 C -3.484 2.768 4.756
46 C -3.545 2.405 6.097
47 C -2.418 2.441 6.903
48 C -1.204 2.872 6.389
49 N -0.070 2.883 7.247
50 C 1.240 2.592 6.962
51 O 2.154 3.002 7.644
52 N 1.508 1.807 5.841
53 C 0.675 0.868 5.213
54 C -0.269 0.100 5.895
55 C -1.096 -0.744 5.181
56 C -0.929 -0.850 3.811
57 N -0.021 -0.114 3.157
58 C 0.764 0.721 3.845
59 C -1.133 3.278 5.061
60 C -2.257 3.203 4.254
61 H -5.602 2.535 4.465
62 H -4.622 1.906 3.142
63 H -4.832 3.639 3.323
64 H -4.489 2.079 6.518
65 H -2.478 2.131 7.940
66 H -0.152 3.394 8.113
67 H 2.504 1.718 5.703
68 H -0.359 0.190 6.969
69 H -1.849 -1.339 5.675
70 H -1.557 -1.489 3.208
71 H 1.462 1.327 3.278
72 H -0.196 3.650 4.664
73 H -2.189 3.514 3.217

Values from the calculation:
Multiplicity: 3
Gap between HOMO and LUMO (alpha / beta) (Eh): 0.252 / 0.244
Expectation value of S²: 2.012
Total charge: +1

Atom-resolved charges from Löwdin, all expressed in e: 1.06 0.09 -0.26 0.00 -0.05 -0.08 -0.03 -0.09 -0.34 -0.15 0.11 -0.09 -0.01 -0.23 0.01 -0.02 -0.02 -0.07 0.01 0.08 0.13 0.11 0.11 0.11 0.14 0.13 0.12 0.12 0.13 0.02 -0.04 -0.02 0.03 -0.47 0.06 0.08 -0.50 -0.05 0.10 0.10 0.10 0.13 0.12 -0.03 -0.26 -0.03 -0.02 -0.27 0.14 -0.53 0.08 0.14 -0.23 0.03 0.00 -0.11 -0.01 -0.05 -0.03 -0.03 0.08 0.07 0.09 0.12 0.12 0.16 0.16 0.14 0.13 0.11 0.13 0.12 0.11

---

[2]
The following is a quantum chemistry calculation of a molecular structure, C31H29As2Cl3FN5O6Tl in a non-equilibrium geometry, from OMol25.

Element x y z (Å)
1 Tl 0.006 -0.867 0.085
2 Cl -0.903 -5.407 -2.295
3 C -1.840 -4.617 -1.061
4 C -3.003 -5.279 -0.637
5 C -3.803 -4.706 0.348
6 Cl -5.227 -5.556 0.841
7 C -3.445 -3.469 0.914
8 C -4.129 -2.745 1.914
9 C -3.613 -1.525 2.351
10 C -2.434 -1.068 1.776
11 N -1.750 -1.727 0.820
12 C -2.265 -2.872 0.433
13 C -1.449 -3.378 -0.518
14 O -0.443 -2.648 -0.779
15 H -3.270 -6.232 -1.080
16 H -5.048 -3.124 2.347
17 H -4.113 -0.945 3.116
18 H -1.988 -0.126 2.077
19 C 3.464 0.075 2.449
20 As 1.815 0.460 1.422
21 C 2.711 1.901 0.412
22 C 0.848 1.660 2.657
23 C 1.484 2.208 3.786
24 C 0.788 3.044 4.658
25 C -0.551 3.344 4.419
26 C -1.198 2.808 3.306
27 C -0.514 1.964 2.414
28 As -1.423 1.184 0.844
29 C -3.320 1.590 1.240
30 C -1.257 2.789 -0.294
31 H 3.996 1.002 2.745
32 H 4.151 -0.512 1.805
33 H 3.213 -0.522 3.348
34 H 3.184 2.627 1.106
35 H 1.974 2.435 -0.216
36 H 3.487 1.460 -0.246
37 H 2.515 2.000 4.010
38 H 1.287 3.459 5.525
39 H -1.089 3.991 5.100
40 H -2.234 3.063 3.162
41 H -3.488 2.671 1.412
42 H -3.650 1.009 2.125
43 H -3.934 1.293 0.364
44 H -1.589 3.693 0.257
45 H -1.881 2.660 -1.202
46 H -0.204 2.924 -0.603
47 Cl -0.493 1.200 -5.248
48 C -1.275 0.600 -3.795
49 C -2.749 0.519 -3.738
50 C -3.341 0.060 -2.625
51 C -2.499 -0.354 -1.481
52 N -1.208 -0.274 -1.555
53 C -0.555 0.213 -2.731
54 H -3.341 0.829 -4.590
55 H -4.420 -0.009 -2.559
56 H -2.982 -0.725 -0.581
57 H 0.530 0.267 -2.758
58 O 0.907 -1.841 4.445
59 C 0.675 -1.590 3.320
60 N 0.427 -1.322 2.121
61 F 1.892 0.063 -5.403
62 C 2.784 0.319 -4.428
63 C 2.536 0.072 -3.143
64 N 3.465 0.360 -2.157
65 C 3.138 -0.017 -0.765
66 C 2.936 -1.531 -0.539
67 O 3.935 -2.265 -0.785
68 O 1.771 -1.859 -0.166
69 C 4.710 0.898 -2.451
70 O 5.560 1.235 -1.629
71 N 4.957 1.111 -3.789
72 C 4.080 0.902 -4.820
73 O 4.350 1.198 -5.980
74 H 1.597 -0.372 -2.825
75 H 2.231 0.533 -0.485
76 H 3.933 0.318 -0.089
77 H 5.852 1.511 -4.011
78 H 0.732 -0.038 -1.416

Values from the calculation:
Multiplicity: 1
Gap between HOMO and LUMO (Eh): 0.216
Total charge: -1

Atom-resolved charges from Löwdin, all expressed in e: 0.38 0.68 -0.55 -0.12 -0.63 0.66 -0.16 0.02 -0.02 -0.21 -0.03 -0.19 -0.38 -0.10 0.10 0.10 0.11 0.00 -0.20 1.17 -0.30 -0.32 -0.09 -0.09 -0.10 -0.11 -0.34 1.16 -0.25 -0.24 0.03 0.05 0.04 0.05 0.05 -0.01 0.08 0.10 0.09 0.08 0.03 0.02 0.04 0.04 0.03 0.02 0.74 -0.57 -0.07 -0.03 -0.14 -0.11 -0.14 0.10 0.10 0.10 0.01 0.07 -0.44 -0.07 -0.01 -0.17 0.04 0.07 -0.28 -0.60 0.00 -0.16 -0.43 0.07 0.21 -0.39 0.06 0.09 -0.05 0.09 0.17 0.03

---

[3]
The following is a quantum chemistry calculation of a molecular structure, C31H29AsF6MgN2O2P, from OMol25.

Element x y z (Å)
1 Mg -1.273 0.925 0.400
2 O -0.204 2.177 1.826
3 C 0.616 3.329 1.827
4 C 1.681 3.191 0.767
5 C 2.792 4.029 0.784
6 C 3.729 3.895 -0.221
7 C 3.524 2.943 -1.208
8 C 2.388 2.157 -1.136
9 N 1.483 2.270 -0.165
10 H -0.860 2.249 2.526
11 H 1.083 3.434 2.815
12 H 0.000 4.218 1.639
13 H 2.919 4.756 1.572
14 H 4.610 4.523 -0.237
15 H 4.229 2.806 -2.013
16 H 2.184 1.403 -1.884
17 C -0.619 -5.550 1.276
18 C -1.420 -4.877 0.364
19 C -1.107 -3.581 -0.004
20 C 0.012 -2.945 0.528
21 C 0.816 -3.628 1.431
22 C 0.498 -4.926 1.804
23 P 0.287 -1.199 0.107
24 C 2.006 -0.884 0.619
25 C 3.113 -1.157 -0.175
26 C 4.389 -0.865 0.282
27 C 4.567 -0.308 1.540
28 C 3.466 -0.047 2.342
29 C 2.189 -0.330 1.882
30 C 0.312 -1.208 -1.715
31 C 0.885 -2.249 -2.395
32 C 1.016 -2.217 -3.796
33 C 0.585 -1.123 -4.487
34 C -0.050 -0.044 -3.823
35 C -0.507 1.081 -4.550
36 C -1.156 2.090 -3.908
37 C -1.405 2.002 -2.519
38 C -0.962 0.957 -1.746
39 C -0.242 -0.087 -2.419
40 H -0.868 -6.559 1.575
41 H -2.292 -5.357 -0.054
42 H -1.736 -3.063 -0.720
43 H 1.692 -3.152 1.853
44 H 1.126 -5.446 2.512
45 H 2.984 -1.575 -1.166
46 H 5.244 -1.071 -0.347
47 H 5.562 -0.079 1.895
48 H 3.596 0.380 3.327
49 H 1.325 -0.117 2.506
50 H 1.252 -3.112 -1.847
51 H 1.474 -3.050 -4.309
52 H 0.710 -1.069 -5.560
53 H -0.333 1.116 -5.619
54 H -1.505 2.950 -4.466
55 H -1.969 2.804 -2.060
56 N -4.913 3.005 0.239
57 C -3.913 2.123 0.317
58 O -2.759 2.501 0.515
59 C -4.258 0.656 0.213
60 C -3.245 -0.130 -0.571
61 H -4.712 3.982 0.386
62 H -5.862 2.704 0.110
63 H -5.252 0.532 -0.238
64 H -4.317 0.300 1.244
65 H -3.307 -0.060 -1.646
66 H -2.997 -1.114 -0.188
67 F -2.075 0.433 2.194
68 As -2.340 -0.815 3.518
69 F -2.725 -1.917 2.230
70 F -0.662 -1.203 3.310
71 F -2.579 -1.969 4.762
72 F -1.921 0.452 4.622
73 F -3.999 -0.289 3.531

Values from the calculation:
Multiplicity: 2
Gap between HOMO and LUMO (alpha / beta) (Eh): 0.285 / 0.256
Expectation value of S²: 0.756

Atom-resolved charges from Löwdin, all expressed in e: 0.56 -0.12 -0.14 -0.25 -0.02 -0.06 -0.05 -0.11 0.14 0.10 0.14 0.14 0.11 0.11 0.10 0.11 -0.08 -0.08 -0.11 -0.36 -0.08 -0.08 1.10 -0.37 -0.08 -0.08 -0.08 -0.07 -0.11 -0.31 -0.11 -0.07 -0.03 -0.18 -0.05 -0.09 -0.13 -0.16 -0.21 0.10 0.10 0.10 0.10 0.10 0.10 0.10 0.10 0.10 0.09 0.11 0.10 0.11 0.11 0.10 0.08 0.20 -0.50 0.00 -0.15 -0.01 0.12 0.11 0.12 0.10 0.07 0.05 -0.31 0.79 -0.23 -0.24 -0.21 -0.23 -0.24

---

[4]
The following is a quantum chemistry calculation of a molecular structure, C31H29BCl2N3O8SeW in a non-equilibrium geometry, from OMol25.

Element x y z (Å)
1 W 0.447 -0.285 0.669
2 O -1.282 3.345 1.682
3 C -1.372 2.139 1.790
4 O -0.922 1.272 0.941
5 C -2.136 1.519 2.984
6 C -2.885 0.264 2.499
7 C -3.899 -0.180 3.563
8 C -2.965 -0.817 4.607
9 C -1.592 -0.585 3.952
10 O -1.864 -0.730 2.562
11 C -1.193 0.902 4.053
12 C 0.303 1.041 3.678
13 O 1.056 1.687 4.368
14 O 0.656 0.355 2.627
15 H -2.782 2.292 3.401
16 H -3.289 0.325 1.490
17 H -4.585 -0.907 3.132
18 H -4.474 0.661 3.949
19 H -3.156 -1.886 4.710
20 H -3.030 -0.350 5.588
21 H -0.815 -1.280 4.267
22 H -1.342 1.330 5.047
23 C -2.171 1.937 -4.313
24 C -1.716 2.772 -3.144
25 C -1.970 4.138 -3.182
26 C -1.471 4.996 -2.220
27 Cl -1.866 6.676 -2.294
28 C -0.634 4.523 -1.225
29 C -0.404 3.167 -1.155
30 C -0.995 2.277 -2.049
31 O -0.764 0.924 -1.822
32 C -1.888 0.072 -2.019
33 C -2.259 -0.645 -0.698
34 O -3.427 -0.804 -0.406
35 O -1.241 -1.031 -0.021
36 H -2.147 2.555 -5.210
37 H -3.194 1.571 -4.193
38 H -1.510 1.086 -4.466
39 H -2.571 4.531 -3.987
40 H -0.200 5.184 -0.495
41 H 0.236 2.773 -0.378
42 H -1.623 -0.688 -2.768
43 H -2.765 0.633 -2.336
44 B 2.192 -3.079 -2.793
45 C 1.543 -2.095 -1.831
46 N 1.080 -1.426 -0.985
47 H 3.194 -3.384 -2.216
48 H 2.417 -2.562 -3.844
49 H 1.434 -4.000 -2.889
50 Se 3.054 -0.560 1.517
51 N 1.620 0.974 -0.144
52 C 2.642 1.361 -0.874
53 C 2.497 2.026 -2.111
54 C 3.567 2.509 -2.821
55 C 4.869 2.353 -2.344
56 C 5.083 1.662 -1.180
57 C 4.019 1.111 -0.435
58 N 4.267 0.366 0.622
59 H 1.496 2.158 -2.490
60 H 3.396 3.012 -3.761
61 H 5.699 2.745 -2.913
62 H 6.078 1.480 -0.805
63 Cl -1.657 -3.830 0.191
64 C -0.003 -4.351 0.308
65 C 0.349 -5.548 -0.286
66 C 1.663 -5.979 -0.244
67 C 2.615 -5.185 0.373
68 C 2.252 -4.001 0.980
69 C 0.926 -3.546 0.985
70 C 0.534 -2.323 1.718
71 H -0.408 -6.141 -0.775
72 H 1.943 -6.923 -0.686
73 H 3.649 -5.494 0.404
74 H 3.006 -3.398 1.472
75 H 1.186 -2.237 2.606
76 H -0.498 -2.455 2.073

Values from the calculation:
Multiplicity: 1
Gap between HOMO and LUMO (alpha / beta) (Eh): 0.205 / 0.204
Total charge: -1

Atom-resolved charges from Löwdin, all expressed in e: 1.76 0.10 -0.53 -0.18 -0.08 -0.25 -0.09 -0.09 -0.26 -0.11 -0.08 -0.55 0.10 -0.30 0.15 0.14 0.11 0.11 0.11 0.11 0.16 0.15 -0.04 -0.20 -0.08 -0.68 0.65 -0.08 -0.03 -0.22 -0.10 -0.08 -0.58 0.08 -0.27 0.08 0.08 0.08 0.11 0.11 0.09 0.14 0.12 -0.41 -0.12 0.01 0.02 0.00 0.02 1.01 -0.15 -0.30 0.00 -0.06 -0.09 -0.02 -0.36 -0.30 0.10 0.11 0.10 0.11 0.77 -0.59 -0.12 -0.10 -0.09 -0.07 -0.34 -0.27 0.10 0.10 0.10 0.06 0.05 0.04

---

[5]
The following is a quantum chemistry calculation of a molecular structure, C31H29BrN3O7PS3Tc in a non-equilibrium geometry, from OMol25.

Element x y z (Å)
1 Tc -1.068 0.127 -0.822
2 S 0.313 1.505 -2.146
3 C 0.047 1.166 -3.808
4 C 0.985 0.831 -4.790
5 C 0.544 0.695 -6.095
6 C 1.428 0.220 -7.139
7 N 2.149 -0.137 -7.983
8 C -0.809 1.073 -6.450
9 C -1.695 1.559 -5.493
10 C -1.319 1.486 -4.120
11 S -2.211 1.719 -2.703
12 C -1.306 0.834 -7.773
13 N -1.796 0.637 -8.809
14 H 2.012 0.587 -4.531
15 H -2.643 1.967 -5.848
16 C -0.343 3.522 1.734
17 C -1.663 3.957 2.041
18 C -2.745 3.249 1.499
19 C -2.507 2.108 0.720
20 N -1.215 1.695 0.450
21 C -0.158 2.417 0.936
22 C -3.512 1.324 0.079
23 C -4.882 1.526 0.292
24 C -5.805 0.760 -0.439
25 C -5.337 -0.264 -1.296
26 C -3.993 -0.493 -1.457
27 C -3.057 0.308 -0.790
28 H 0.542 4.038 2.069
29 H -1.815 4.843 2.671
30 H -3.765 3.524 1.687
31 H 0.822 2.044 0.677
32 H -5.225 2.247 1.019
33 H -6.873 0.901 -0.296
34 H -6.062 -0.893 -1.790
35 H -3.577 -1.257 -2.110
36 O 0.316 -3.157 -1.072
37 S 0.467 -1.797 -1.536
38 O 1.297 -1.526 -2.685
39 O 0.833 -0.845 -0.392
40 O -1.085 -1.400 -2.125
41 Br -2.082 -4.380 4.120
42 C -2.139 -3.079 2.768
43 C -2.492 -3.388 1.458
44 C -2.244 -2.455 0.439
45 C -1.588 -1.243 0.696
46 C -1.472 -0.878 2.074
47 C -1.755 -1.776 3.088
48 H -2.907 -4.352 1.205
49 H -2.484 -2.743 -0.573
50 H -1.071 0.091 2.348
51 H -1.617 -1.464 4.113
52 C 4.106 1.691 3.959
53 C 2.780 1.057 4.180
54 O 2.739 -0.230 3.576
55 P 2.240 -0.587 2.021
56 O 3.309 0.289 1.190
57 C 4.330 -0.261 0.283
58 C 4.938 0.926 -0.403
59 O 3.007 -2.049 1.888
60 C 2.316 -3.296 2.151
61 C 2.617 -3.839 3.542
62 H 4.148 2.490 4.718
63 H 4.172 2.161 2.954
64 H 4.979 1.018 4.077
65 H 1.952 1.711 3.803
66 H 2.644 0.823 5.256
67 H 3.811 -0.936 -0.442
68 H 5.055 -0.864 0.824
69 H 4.159 1.539 -0.900
70 H 5.664 0.548 -1.152
71 H 5.511 1.570 0.313
72 H 2.713 -3.997 1.396
73 H 1.216 -3.204 1.994
74 H 3.709 -4.087 3.620
75 H 2.058 -4.774 3.685
76 H 2.388 -3.131 4.354

Values from the calculation:
Multiplicity: 4
Gap between HOMO and LUMO (alpha / beta) (Eh): 0.170 / 0.186
Expectation value of S²: 3.784
Total charge: -2

Atom-resolved charges from Löwdin, all expressed in e: 1.25 0.55 -0.66 -0.05 -0.20 -0.20 0.11 -0.21 -0.04 -0.68 0.71 -0.21 0.12 0.12 0.11 -0.07 -0.05 0.00 -0.21 -0.09 -0.13 -0.26 -0.04 -0.10 -0.09 -0.14 -0.41 0.09 0.10 0.09 0.09 0.09 0.08 0.09 0.10 -0.32 0.35 -0.34 -0.56 -0.50 0.66 -0.75 -0.13 -0.11 -0.23 -0.12 -0.17 0.09 0.09 0.07 0.08 -0.11 -0.34 -0.35 0.90 -0.34 -0.27 -0.10 -0.32 -0.28 -0.10 0.07 0.07 0.09 0.11 0.11 0.13 0.10 0.09 0.08 0.08 0.12 0.12 0.08 0.07 0.07

---

[6]
The following is a quantum chemistry calculation of 2 unconnected molecules or ions with the total composition C31H29O3P in a non-equilibrium geometry, from OMol25.

Element x y z (Å)
1 C 1.689 -1.791 -0.379
2 C 0.805 -2.586 -1.175
3 C -0.082 -3.501 -0.547
4 C -0.933 -4.300 -1.295
5 C -0.987 -4.173 -2.688
6 C -0.138 -3.261 -3.329
7 C 0.759 -2.492 -2.595
8 C 2.721 -1.018 -0.909
9 C 3.642 -0.354 -0.109
10 C 4.692 0.480 -0.604
11 C 5.643 1.039 0.297
12 C 6.647 1.888 -0.153
13 C 6.749 2.206 -1.516
14 C 5.833 1.656 -2.423
15 C 4.820 0.809 -1.985
16 H 1.590 -1.857 0.707
17 H -0.086 -3.554 0.544
18 H -1.593 -5.006 -0.790
19 H -1.699 -4.761 -3.269
20 H -0.180 -3.143 -4.413
21 H 1.436 -1.802 -3.103
22 H 2.830 -0.969 -1.995
23 H 3.597 -0.523 0.970
24 H 5.565 0.784 1.357
25 H 7.359 2.312 0.558
26 H 7.537 2.874 -1.869
27 H 5.908 1.894 -3.485
28 H 4.102 0.393 -2.695
29 C 2.536 3.756 0.657
30 C 1.460 3.103 1.492
31 O 0.947 1.972 0.771
32 C -0.019 1.300 1.474
33 C -0.663 0.315 0.662
34 P -2.010 -0.558 1.342
35 C -3.085 0.558 2.315
36 C -3.218 1.921 2.027
37 C -4.072 2.729 2.789
38 C -4.803 2.186 3.849
39 C -4.676 0.822 4.136
40 C -3.824 0.013 3.375
41 C -3.093 -0.995 -0.073
42 C -3.661 -0.037 -0.919
43 C -4.445 -0.435 -2.010
44 C -4.655 -1.792 -2.270
45 C -4.113 -2.749 -1.406
46 C -3.369 -2.349 -0.296
47 O -1.656 -1.789 2.132
48 O -0.278 1.571 2.654
49 H 2.864 4.673 1.153
50 H 3.404 3.094 0.544
51 H 2.155 4.014 -0.338
52 H 1.870 2.776 2.457
53 H 0.656 3.829 1.691
54 H -0.334 0.187 -0.357
55 H -2.658 2.369 1.205
56 H -4.158 3.788 2.544
57 H -5.471 2.817 4.439
58 H -5.244 0.381 4.955
59 H -3.723 -1.049 3.606
60 H -3.504 1.025 -0.726
61 H -4.895 0.323 -2.653
62 H -5.244 -2.107 -3.134
63 H -4.265 -3.812 -1.597
64 H -2.980 -3.089 0.404

Values from the calculation:
Multiplicity: 1
Gap between HOMO and LUMO (Eh): 0.140

Atom-resolved charges from natural (NBO), all expressed in e: 0.05 -0.07 -0.14 -0.21 -0.14 -0.23 -0.15 -0.31 0.04 -0.16 -0.13 -0.22 -0.15 -0.24 -0.08 0.25 0.25 0.23 0.22 0.22 0.21 0.21 0.22 0.22 0.23 0.23 0.23 0.20 -0.62 -0.07 -0.55 0.72 -0.95 1.91 -0.29 -0.21 -0.22 -0.21 -0.22 -0.20 -0.41 -0.13 -0.24 -0.22 -0.23 -0.19 -1.13 -0.68 0.21 0.20 0.21 0.19 0.18 0.23 0.22 0.21 0.21 0.21 0.23 0.21 0.21 0.21 0.20 0.23